An isolated molecule of C3H4N2O. Source: the Open Molecules 2025 dataset; level of theory: wB97M-V/def2-TZVPD.

SMILES ... NC1=CN1C=O
LUMO level ... 0.03235 hartree
Orbital gap ... 9.54 eV
Relative energy (zero: lowest compared OMol25 entry of this formula, charge and spin) ... 91.7 kcal/mol
HOMO level ... -8.7 eV

CARTESIAN COORDINATES (ANGSTROEM)
N 1.78778 -0.05983 -0.08324
C 0.56160 0.49497 0.16083
C -0.33433 1.39735 0.25851
N -0.77498 0.01020 0.67293
C -1.37344 -0.80960 -0.30010
O -0.77278 -1.28996 -1.23737
H 1.67916 -0.99712 -0.45375
H 2.41239 -0.04649 0.71449
H -0.76772 2.37988 0.33723
H -2.41767 -1.07939 -0.06953

Atomic forces in eV per Å
N -0.13 -0.03 0.06
C -0.13 0.26 -0.03
C 0.31 0.02 -0.08
N -0.10 -0.33 0.00
C 0.12 -0.19 -0.26
O -0.24 0.19 0.38
H 0.05 0.06 0.07
H -0.04 0.09 -0.08
H 0.09 -0.16 0.01
H 0.07 0.09 -0.07

An isolated molecule of C5H14N2. Source: the Open Molecules 2025 dataset; level of theory: wB97M-V/def2-TZVPD.

SMILES ... CCN(C)CCN
LUMO level ... 0.04104 hartree
Orbital gap ... 9.53 eV
Relative energy (zero: lowest compared OMol25 entry of this formula, charge and spin) ... 27.5 kcal/mol
HOMO level ... -8.4 eV

CARTESIAN COORDINATES (ANGSTROEM)
N -2.81066 0.75012 -1.70759
C -1.66702 1.02293 -0.84233
C -1.00326 -0.25399 -0.34251
N 0.27558 0.01601 0.29004
C 1.32343 -0.91909 -0.12404
C 2.67308 -0.51355 0.49282
C 0.15619 0.11294 1.73639
H -2.53905 0.02804 -2.36235
H -3.08989 1.58460 -2.20001
H -0.85239 1.52993 -1.39172
H -1.86126 1.76427 -0.06150
H -1.67284 -0.84851 0.29322
H -0.78918 -0.82593 -1.24800
H 1.45732 -0.85066 -1.19548
H 1.03457 -1.89963 0.28534
H 3.52821 -0.72002 -0.06956
H 2.84117 -0.97755 1.45237
H 2.61128 0.55703 0.68836
H 0.19062 -0.88912 2.19228
H 0.96598 0.69933 2.16645
H -0.77187 0.63284 1.94784

Atomic forces in eV per Å
N -0.02 -0.22 0.83
C 1.15 0.78 -0.59
C -0.07 0.07 -0.26
N 0.21 0.41 -0.10
C 0.41 0.52 1.18
C -1.57 0.68 1.21
C 0.23 -0.05 -0.44
H -0.17 0.17 -0.24
H -0.03 -0.06 -0.18
H -0.08 -0.14 -0.08
H -0.60 -0.43 0.24
H -0.02 -0.05 -0.04
H -0.14 -0.28 0.02
H -0.47 -0.47 -0.29
H 0.20 -0.39 -0.74
H 1.13 -0.38 -1.28
H -0.09 -0.22 0.43
H 0.30 0.12 -0.18
H -0.30 0.04 0.21
H 0.06 0.01 0.00
H -0.15 -0.12 0.30

A structure of composition C4H7N3. Source: the Open Molecules 2025 dataset; level of theory: wB97M-V/def2-TZVPD.

LUMO level ... 0.03213 hartree
Orbital gap ... 7.88 eV
Relative energy (zero: lowest compared OMol25 entry of this formula, charge and spin) ... 126.4 kcal/mol
HOMO level ... -7.0 eV

CARTESIAN COORDINATES (ANGSTROEM)
N -2.33216 -0.52088 0.38859
C -1.11706 0.04259 0.05886
C 0.16235 -0.54596 -0.18922
C 1.26013 -0.05505 0.59257
N 2.40387 -0.68584 0.33194
C 0.32644 1.36029 -0.90406
N -0.91380 1.32118 -0.19383
H -3.12130 -0.23740 -0.17788
H -2.29747 -1.52045 0.52839
H 0.21184 -1.51858 -0.70498
H 3.24191 -0.42816 0.82979
H 2.52897 -1.39260 -0.39272
H 0.95626 2.11423 -0.39066
H -1.40648 2.10110 0.22454

Atomic forces in eV per Å
N 0.09 -0.09 -0.16
C 0.03 0.29 -0.03
C 0.00 -0.09 0.14
C -0.03 -0.32 -0.21
N 0.10 0.08 0.07
C 0.00 0.23 0.10
N -0.07 -0.27 0.11
H 0.10 0.01 0.07
H 0.01 0.12 0.02
H 0.02 0.14 0.07
H -0.16 -0.02 -0.08
H -0.11 0.11 0.10
H -0.05 -0.10 -0.12
H 0.05 -0.08 -0.07

A structure of composition C20H23B2F4N6O6SV. Source: the Open Molecules 2025 dataset; level of theory: wB97M-V/def2-TZVPD.

LUMO level (alpha / beta) ... -0.25685 / -0.37889 hartree
2S+1 ... 3
Orbital gap (alpha / beta) ... 7.57 / 4.01 eV
Charge ... +2
<S²> ... 2.05
Relative energy (zero: lowest compared OMol25 entry of this formula, charge and spin) ... 37.2 kcal/mol
HOMO level (alpha / beta) ... -14.6 / -14.3 eV

CARTESIAN COORDINATES (ANGSTROEM)
V 0.55909 0.34425 -1.03802
C -3.57001 -0.81345 -1.59742
C -2.25541 -0.14125 -1.56982
N -1.11721 -0.75665 -1.46022
O -1.07481 -2.08145 -1.23722
B 0.16279 -2.68385 -1.68042
F 0.48019 -3.81125 -1.07482
F 0.27859 -2.64815 -3.03042
O 1.32409 -1.55475 -1.20942
N 1.52259 -0.68105 -2.12822
C 2.17739 -0.60925 -3.23022
C 2.96859 -1.69315 -3.85762
C 2.12609 0.78785 -3.68532
N 1.35599 1.50475 -2.93132
O 1.47039 2.87545 -3.06052
B 0.41839 3.71035 -2.97382
F -0.82281 3.26855 -3.09702
F 0.63039 4.97595 -2.80822
O 0.06829 2.16985 -0.72002
N -0.79251 1.46295 -1.23582
C -2.05271 1.30365 -1.43202
C -3.10711 2.33595 -1.39122
C 2.93229 1.33715 -4.79482
H -3.43151 -1.88585 -1.71872
H -4.08061 -0.63375 -0.64962
H -4.20671 -0.43005 -2.39292
H 2.36579 -2.59815 -3.94332
H 3.32769 -1.41315 -4.84202
H 3.81759 -1.94565 -3.21822
H -2.68961 3.30325 -1.12082
H -3.59001 2.41705 -2.36702
H -3.86411 2.05055 -0.65962
H 3.65439 0.63055 -5.18662
H 2.26389 1.63955 -5.60392
H 3.43969 2.24255 -4.46532
C -3.22661 -2.53165 6.30748
C -2.52341 -1.82595 5.21848
C -2.65271 -2.24515 3.88138
C -2.01671 -1.56585 2.86378
C -1.24901 -0.44785 3.17278
C -1.09131 -0.01385 4.48318
C -1.72071 -0.70195 5.50028
S -0.75911 0.63595 1.84048
O -0.23911 1.86145 2.35258
O -1.90201 0.67365 0.96348
N 0.44399 -0.04655 0.90938
C 1.73379 0.29085 1.13878
C 2.45769 0.20265 2.33528
C 3.79759 0.54315 2.30608
C 4.37979 0.96625 1.11328
C 3.58579 1.05155 -0.02452
N 2.30849 0.71465 -0.00082
H -3.68761 -3.45645 5.97048
H -4.01011 -1.88595 6.71898
H -2.55931 -2.73545 7.14738
H -3.28231 -3.09145 3.64918
H -2.11801 -1.86905 1.83298
H -0.50591 0.87185 4.67538
H -1.62461 -0.35645 6.51778
H 1.97949 -0.15845 3.23108
H 4.39119 0.48245 3.20508
H 5.42369 1.23165 1.06508
H 3.97799 1.42675 -0.96262

Atomic forces in eV per Å
V 0.68 0.74 -0.08
C 0.03 -0.16 0.01
C 0.49 -1.35 -0.12
N -0.51 0.21 -0.20
O -0.58 -0.31 0.28
B -0.39 -0.09 -0.43
F 0.06 -0.33 0.46
F 0.08 -0.12 -0.51
O 0.01 -1.90 1.10
N 2.05 -0.22 -3.62
C -0.06 -0.77 0.57
C -0.10 -0.26 0.08
C -0.41 1.58 0.04
N -0.09 -0.26 0.14
O 1.67 -1.28 -0.52
B -1.40 0.16 0.08
F -0.16 -0.04 -0.21
F 0.34 0.53 0.05
O 2.06 3.15 1.65
N -4.96 -0.42 -2.10
C 0.57 0.76 -0.22
C 0.04 0.09 0.11
C 0.08 0.14 -0.15
H -0.06 0.06 -0.03
H -0.04 0.04 0.07
H 0.03 0.09 -0.05
H -0.03 0.09 0.00
H 0.02 0.02 0.02
H 0.08 0.05 -0.01
H -0.03 -0.03 0.01
H 0.01 -0.01 -0.01
H -0.01 0.00 0.01
H 0.03 -0.02 0.01
H -0.01 -0.03 -0.05
H 0.06 0.02 0.00
C -0.36 -0.04 0.58
C 0.50 0.43 -0.63
C 0.15 0.19 0.30
C -0.04 -0.07 -0.12
C 0.53 0.44 -0.72
C 0.19 0.13 0.06
C -0.21 -0.34 -0.32
S -2.65 -0.21 2.07
O 0.45 -0.16 0.06
O 0.58 -0.25 0.51
N 0.52 0.24 0.72
C 0.29 -0.29 0.90
C 0.04 0.06 0.24
C 0.12 0.07 -0.12
C -0.04 -0.12 0.67
C -0.63 0.12 -0.52
N 0.98 -0.02 -0.28
H 0.02 -0.02 0.04
H -0.02 -0.07 -0.09
H 0.04 -0.10 -0.10
H 0.03 -0.10 0.00
H -0.14 -0.11 -0.09
H 0.01 0.13 0.14
H 0.03 0.01 0.12
H -0.07 -0.03 0.13
H 0.04 -0.03 0.08
H 0.09 0.03 -0.01
H 0.00 -0.04 0.01

A cluster of 2 separate species, C2H3N8 in total. Source: the Open Molecules 2025 dataset; level of theory: wB97M-V/def2-TZVPD.

LUMO level ... 0.13811 hartree
Orbital gap ... 9.12 eV
Charge ... -1
Relative energy (zero: lowest compared OMol25 entry of this formula, charge and spin) ... 7.1 kcal/mol
HOMO level ... -5.4 eV

CARTESIAN COORDINATES (ANGSTROEM)
C -0.50318 0.36868 -1.58927
C -0.27302 -1.39613 1.53603
N -0.97149 1.45349 -2.23457
N 0.15357 0.99895 -0.56539
N -0.65671 2.57005 -1.54641
N 0.05635 2.32664 -0.57754
N 0.79240 -0.58468 1.34563
N 1.84900 -1.33528 1.49118
N 0.15330 -2.63549 1.69090
N 1.48423 -2.56388 1.70660
H -1.23115 -1.15523 1.63650
H -1.43167 1.45660 -3.11660
H 0.57836 0.49629 0.22292

Atomic forces in eV per Å
C 0.82 -0.17 0.45
C 4.73 -1.26 -0.60
N 0.96 -0.81 2.09
N -0.55 -1.59 -1.43
N -1.51 4.23 -3.19
N -0.12 -1.02 0.69
N -1.41 0.68 0.94
N 0.93 -0.43 -0.23
N -0.40 -0.52 0.92
N 0.13 -0.41 -0.31
H -3.74 1.30 -0.10
H -0.37 0.42 -0.15
H 0.53 -0.42 0.93

Number 1: strongest force on any atom 0.010 hartree/bohr, E -301.341143 Eh. Number 2: strongest force on any atom 0.041 hartree/bohr, E -308.379295 Eh. Number 3: strongest force on any atom 0.007 hartree/bohr, E -320.681818 Eh. Number 4: strongest force on any atom 0.105 hartree/bohr, E -3346.825125 Eh. Number 5: strongest force on any atom 0.107 hartree/bohr, E -516.012695 Eh.